# 1
A single C9H7N3O2 molecule, computed with ωB97M-V/def2-TZVPD.

Geometry as XYZ:
```
21
Properties=species:S:1:pos:R:3:forces:R:3:lowdin_charge:R:1
C -3.4759 -0.4642 0.4147 -2.2 0.4 1.7 -0.184
C -2.0744 -2.0307 -0.6575 0.1 0.2 -0.8 -0.226
C 0.4250 -1.4066 0.3294 -0.6 0.3 1.2 -0.205
C 0.6278 -0.5411 -0.7013 -1.8 1.2 1.3 -0.030
C -1.3454 2.5043 -0.2231 -0.5 1.0 0.0 -0.396
C -0.3710 -1.3529 1.4750 0.2 5.9 -2.9 0.078
C 0.0574 2.0705 -0.6258 -1.4 -1.4 0.2 0.017
C -0.2383 0.6228 -1.1158 0.5 -0.6 -2.7 -0.194
C -2.3734 -0.7128 -0.3805 0.8 1.6 -0.2 -0.228
N -4.3951 -0.3071 1.1159 1.1 -0.2 -0.9 0.198
N -1.8252 -3.1082 -0.9411 0.2 -1.5 -0.4 0.205
N -1.7361 0.3866 -0.9740 1.1 -1.5 0.2 -0.004
O -1.7273 3.5531 0.1866 0.4 -0.4 0.0 0.167
O -2.3015 1.5346 -0.5359 -0.1 1.8 0.7 0.053
H 0.9990 -2.2762 0.2432 0.9 -1.4 -0.1 0.092
H 1.4727 -0.7997 -1.2337 1.3 0.0 -1.8 0.085
H -0.4250 -2.1370 2.0869 -0.5 -2.7 2.5 0.026
H -0.7206 -0.2816 1.7278 0.1 -2.2 0.1 0.115
H 0.4409 2.7671 -1.3942 -0.2 -0.6 0.4 0.147
H 0.7285 1.9494 0.2033 0.2 0.7 0.6 0.125
H -0.1579 0.7262 -2.2298 0.2 -0.5 0.8 0.161
```
Positions in Å, forces in eV/Å.

Frontier orbital gap (spin up / spin down) = 7.127 / 7.111 eV
Spin multiplicity = 1



# 2
A molecular structure, C6H19HgO9S, computed with ωB97M-V/def2-TZVPD.

Geometry as XYZ:
```
36
Properties=species:S:1:pos:R:3:forces:R:3:lowdin_charge:R:1
Hg 0.7660 0.4424 -0.2863 2.4 -0.1 -2.9 1.135
C -1.1722 -1.0297 -3.2875 0.0 -0.8 -0.9 -0.140
C 0.3144 -0.7505 -3.6438 0.2 0.9 1.6 -0.553
O 0.9580 0.0458 -2.7589 -0.7 -0.3 -0.3 -0.335
H -1.7165 -0.0904 -3.1734 0.0 0.0 0.3 0.070
H -1.2874 -1.7408 -2.4638 0.3 0.4 0.4 0.035
H -1.6182 -1.6314 -4.1004 -0.2 0.3 -0.4 0.033
H 0.2874 -0.2758 -4.6488 -0.1 -0.1 -0.5 0.060
H 0.8174 -1.7396 -3.7505 0.0 -0.4 -0.3 0.058
S -1.6273 3.1492 -0.9002 0.0 2.5 -2.7 0.178
O -0.8095 4.2756 -1.4415 0.5 0.2 1.7 -0.482
O -0.7801 2.0173 -0.4764 0.0 -0.6 0.7 -0.492
O -2.4534 3.5606 0.2694 -0.1 -0.2 0.2 -0.499
O -2.4281 2.8022 -2.0986 -1.3 -1.4 0.6 -0.481
O 2.7527 1.4006 -0.7254 0.4 0.3 0.0 -0.510
H 3.4752 1.9173 -0.3519 -0.4 0.0 0.4 -0.158
O 2.1546 -1.3989 -0.3292 0.2 -0.5 1.0 -0.514
H 2.4499 -2.3143 -0.3969 -0.5 0.0 -0.1 -0.161
C -1.1977 -2.0021 1.9620 0.6 1.6 0.6 -0.089
C -2.0010 -1.6152 0.7373 -0.6 0.2 -0.2 -0.315
O -1.2443 -0.8384 -0.1586 -0.2 -0.9 0.5 -0.150
H -1.7302 -2.5184 2.7636 -0.2 -0.8 -0.6 0.056
H -0.9603 -1.0830 2.5140 0.1 0.3 -0.4 0.056
H -0.2069 -2.3719 1.6935 -0.2 -0.6 0.0 0.074
H -2.8523 -0.9744 0.9991 -0.3 -0.4 0.4 0.114
H -2.3709 -2.5042 0.2112 -0.1 -0.1 0.1 0.101
H -1.7057 -0.8095 -1.0045 0.2 0.4 -0.1 0.055
C 2.4124 0.0671 2.6859 0.3 1.0 -0.7 -0.102
C 1.2689 0.9978 3.0263 -0.9 -1.3 2.2 -0.351
O 0.4411 1.2017 1.9141 0.4 0.7 0.9 -0.141
H 2.9901 -0.3344 3.5218 -0.5 -0.1 0.4 0.056
H 3.1309 0.6719 2.1266 0.0 -0.3 -0.5 0.067
H 2.0425 -0.7123 2.0151 0.3 -0.2 -0.1 0.038
H 1.5636 1.8696 3.6265 0.4 0.6 -0.9 0.098
H 0.6214 0.5216 3.7895 0.1 -0.5 0.1 0.086
H -0.2845 1.7947 2.1408 -0.1 0.2 -0.6 0.106
```
Positions in Å, forces in eV/Å.

Frontier orbital gap = 4.291 eV
Spin multiplicity = 1
Net charge = -3



# 3
A single C23H29N3O5S molecule, computed with ωB97M-V/def2-TZVPD.

Geometry as XYZ:
```
61
Properties=species:S:1:pos:R:3:forces:R:3:lowdin_charge:R:1
O -0.8691 -1.9993 2.2315 0.6 1.1 -1.4 0.052
C -0.9589 -0.9397 1.6012 -4.5 -0.2 2.0 -0.526
C 0.0024 0.0187 1.2506 7.4 -3.1 0.4 0.044
N 0.4796 -0.5377 -0.2214 -4.2 2.3 7.5 -0.006
C -0.3613 -0.2892 -1.2852 3.1 0.6 -4.0 -0.118
C 0.0691 1.1363 -1.8116 -8.3 0.1 0.2 -0.043
C -0.7640 2.0888 -0.9298 -0.9 2.1 -0.4 -0.243
C -0.0406 3.0215 -0.2002 -10.6 3.6 1.7 -0.026
C -0.8459 4.1668 0.4350 -0.4 -1.3 3.5 0.032
C -2.3869 4.0881 0.6450 10.0 -5.4 -7.7 -0.031
C -2.9098 3.1091 -0.1818 -1.2 -0.4 1.1 -0.120
C -2.2130 2.1999 -0.9679 4.0 1.0 1.5 -0.043
C 1.5617 -1.1062 -0.1306 7.6 -6.7 -6.6 -0.447
O 2.0610 -1.4930 -1.3135 -0.6 0.8 4.0 -0.087
C 2.4209 -1.4806 1.1483 0.2 -1.6 -3.7 -0.120
N 2.9572 -0.1565 1.3845 -2.1 -6.8 11.2 -0.233
S 3.8164 0.8569 0.6882 -7.7 -3.4 -14.7 0.452
O 4.1856 1.6333 1.6410 5.8 10.7 11.5 -0.177
O 2.8659 1.4060 -0.3653 3.5 -1.6 2.0 -0.275
C 5.0774 -0.0202 0.1029 3.1 -3.0 -5.0 -0.314
C 5.0776 -0.7196 -1.1239 -5.2 2.9 -0.2 -0.008
C 6.1718 -1.2217 -1.7446 0.3 5.2 7.4 -0.109
C 7.3320 -1.3010 -1.1344 5.6 2.6 4.9 -0.006
C 7.4925 -0.5285 0.2015 0.5 -2.4 -3.6 -0.017
C 6.3264 -0.0464 0.6653 0.5 3.3 4.3 -0.132
N -2.1789 -0.3355 1.3263 -2.4 -9.0 2.6 0.180
C -3.5107 -1.3984 1.3199 2.3 9.3 13.2 -0.124
C -4.0194 -1.9202 0.2629 1.5 -1.7 -12.8 -0.356
C -5.3297 -2.4406 -0.0073 -0.2 -4.1 6.1 -0.222
C -6.1896 -1.3687 -0.3308 -5.2 6.2 0.3 -0.235
C -5.4411 -0.4779 -1.4111 3.0 -6.0 0.0 -0.129
O -4.0151 -0.7445 -0.9753 -0.6 -0.5 1.7 -0.228
H 0.9778 -0.0417 2.1634 -3.2 0.7 -3.4 0.222
H -0.2459 0.9269 0.9102 -1.4 3.5 0.3 0.049
H -1.3641 -0.6062 -1.0848 -0.9 0.9 0.0 0.113
H -0.0084 -0.8636 -2.1635 -0.2 -0.7 0.9 0.137
H -0.5164 1.2586 -2.7793 1.6 -0.1 0.5 0.147
H 1.0068 1.5303 -1.7525 3.0 -0.3 -0.3 0.066
H 0.8838 3.1299 -0.3361 7.6 0.6 -0.4 0.009
H -0.2953 4.9190 1.3139 -1.3 -2.1 -3.1 0.145
H -2.6854 4.6604 1.3189 -3.6 4.8 5.4 -0.005
H -3.9487 2.9343 0.0017 -0.9 -0.1 -0.7 0.090
H -2.5869 1.4747 -1.5881 -2.0 -1.5 -1.2 0.069
H 3.3914 -2.2582 0.8158 -3.2 2.1 0.7 0.194
H 1.7048 -2.0125 1.9067 1.7 1.6 -0.8 0.141
H 3.3690 -0.3695 2.5660 -1.1 1.7 -4.5 0.274
H 4.0762 -0.6735 -1.6892 1.6 -0.5 0.9 0.134
H 6.0874 -1.8646 -2.3525 -1.8 -7.8 -9.6 0.015
H 8.2585 -1.7771 -1.5737 -1.4 0.4 0.5 0.125
H 8.4430 -0.3209 0.7479 -0.9 -0.6 -0.7 0.112
H 6.3527 0.5862 1.6056 0.4 -0.9 -0.9 0.132
H -2.3686 0.3732 0.7572 -0.3 3.7 -3.1 0.021
H -3.3821 -2.1242 2.2177 0.2 1.2 -1.7 0.164
H -4.2357 -0.4853 1.7992 1.2 -2.7 -1.1 0.187
H -3.1742 -2.5315 -0.1477 -0.9 -0.2 -0.3 0.178
H -5.3953 -3.2481 -0.7065 0.4 -0.3 -0.5 0.120
H -5.5174 -3.0189 1.1504 -0.4 1.5 -3.2 0.217
H -6.5361 -0.4854 0.5456 1.4 -2.9 -1.9 0.183
H -7.2202 -1.7037 -0.6560 1.2 0.3 0.1 0.118
H -5.3979 -1.1906 -2.4276 -0.9 2.9 1.9 0.171
H -5.5362 0.5823 -1.3322 -0.7 0.5 -0.8 0.089
```
Positions in Å, forces in eV/Å.

SMILES = O=C(CN(CCc1ccccc1)C(=O)CNS(=O)(=O)c1ccccc1)NC[C@H]1CCCO1
Frontier orbital gap = 8.720 eV
Spin multiplicity = 1



# 4
A molecular structure, C31H47LuNO3P2S, computed with ωB97M-V/def2-TZVPD.

Geometry as XYZ:
```
86
Properties=species:S:1:pos:R:3:forces:R:3:lowdin_charge:R:1
Lu -0.2859 -0.0755 -0.1782 0.5 1.5 2.3 1.407
C -0.3865 -2.7341 2.2754 1.4 -0.3 -0.7 -0.199
C 0.9441 -2.7436 1.7606 -0.2 0.6 0.1 -0.251
C 0.8844 -1.2840 3.5382 -3.3 -0.7 0.4 -0.198
C -0.4189 -1.8356 3.3739 2.5 1.6 1.0 -0.223
C 1.7204 -1.8226 2.5198 -0.4 -1.2 -1.1 -0.190
C -1.5288 -3.5357 1.7944 -0.5 -0.2 -0.4 -0.020
H -1.3652 -3.8703 0.7577 -0.1 0.0 0.3 0.066
H -2.4477 -2.9270 1.8281 0.2 -0.3 0.0 0.084
H -1.7122 -4.4436 2.4015 0.1 0.4 -0.2 0.111
C -1.5591 -1.6283 4.2789 -0.7 0.1 0.5 -0.036
H -2.5163 -1.7374 3.7470 0.2 0.0 0.2 0.077
H -1.5464 -0.6261 4.7336 0.0 -0.3 -0.1 0.077
H -1.5418 -2.3701 5.0980 -0.1 0.3 -0.2 0.102
C 1.3172 -0.4570 4.6736 0.4 0.5 0.7 -0.038
H 1.4692 -1.1045 5.5599 0.0 0.4 -0.3 0.105
H 0.5784 0.3176 4.9424 0.3 -0.3 -0.1 0.078
H 2.2672 0.0568 4.4585 -0.4 -0.1 0.2 0.075
C 3.1550 -1.5260 2.3444 0.5 0.1 -0.2 -0.037
H 3.7792 -2.0825 3.0666 -0.2 0.2 -0.2 0.112
H 3.3542 -0.4516 2.4879 0.0 -0.3 0.0 0.070
H 3.4949 -1.8059 1.3376 0.0 0.0 0.3 0.063
C 1.4582 -3.6452 0.7048 0.4 -0.5 -0.5 -0.066
H 1.9071 -4.5853 1.0890 -0.2 0.5 -0.1 0.099
H 2.2457 -3.1345 0.1281 -0.2 -0.3 -0.1 0.070
H 0.6456 -3.9465 0.0276 0.3 0.0 0.0 0.058
C -1.5909 0.6767 -4.1567 -0.7 1.3 -0.2 -0.240
C -1.7262 -0.7868 -4.1120 -1.0 -2.5 -0.9 -0.441
C -0.7998 -1.6889 -4.9468 -0.3 0.3 0.0 -0.158
C 0.7112 -1.3787 -5.0984 -0.8 -0.3 -0.8 -0.179
C 1.3841 -0.7074 -3.9668 1.0 0.5 -0.1 -0.147
C 1.5401 0.6205 -3.9126 0.7 -0.2 -0.5 -0.143
C 0.8394 1.5948 -4.8250 0.0 0.0 0.0 -0.162
C -0.6456 1.2989 -5.1608 0.1 0.6 -0.3 -0.171
H -1.2357 -1.5859 -5.9414 0.0 -0.5 -0.1 0.118
H 0.8439 -0.7934 -6.0251 0.1 -0.2 0.5 0.116
H -0.9154 -2.7257 -4.6159 -0.2 0.1 -0.1 0.111
H -0.6570 0.6950 -6.0844 -0.2 0.2 0.3 0.109
H -2.5129 1.2731 -4.0651 0.3 -0.5 -0.1 0.113
H -2.7538 -1.1932 -4.2297 0.4 0.2 -0.6 0.120
H -1.0791 2.2755 -5.4290 0.1 -0.3 -0.1 0.119
H 0.9256 2.5930 -4.3795 0.0 -0.2 -0.1 0.114
H 2.2875 1.0891 -3.2554 -0.6 -0.4 -0.1 0.081
H 1.3619 1.6431 -5.7930 0.1 0.0 0.3 0.128
H 1.1984 -2.3442 -5.2860 0.0 0.2 0.0 0.122
H 1.9342 -1.3791 -3.3073 0.0 0.3 0.1 0.092
P -1.6198 -0.4610 -2.3932 -0.4 0.7 -0.3 0.832
P 2.3482 0.9212 -0.1266 -1.8 -0.2 -0.3 0.839
C -0.2347 1.4475 -1.7382 1.8 1.2 0.0 -0.456
C 0.9905 2.0428 -1.0711 1.5 1.0 -0.1 -0.409
H -1.0211 2.1648 -1.9800 0.1 0.0 0.2 0.081
H 0.1283 0.9943 -2.6707 -0.4 0.6 0.8 -0.032
H 1.6760 2.4903 -1.8139 -0.3 0.2 0.2 0.076
H 0.6905 2.8209 -0.3516 0.5 -0.3 -0.1 0.044
C 3.3185 2.2503 0.6131 0.3 0.3 0.6 -0.255
H 3.6353 1.9461 1.6184 0.1 0.2 -0.2 0.040
H 2.7305 3.1688 0.7138 0.1 -0.2 0.0 0.039
H 4.1935 2.4402 -0.0203 -0.2 0.0 0.2 0.056
C 3.5180 0.1999 -1.3125 0.2 -0.1 -0.5 -0.291
H 4.0685 0.9791 -1.8535 0.0 -0.2 0.0 0.055
H 3.0147 -0.4495 -2.0394 0.2 0.2 0.3 0.003
H 4.2262 -0.4414 -0.7604 -0.2 0.4 -0.1 0.053
C -3.3491 -0.1473 -1.9038 -0.5 -0.4 0.6 -0.201
H -3.6366 -0.7387 -1.0249 0.0 0.0 -0.2 0.050
H -4.0540 -0.3429 -2.7187 0.1 -0.1 0.1 0.057
H -3.4443 0.9064 -1.5966 0.2 -0.3 -0.2 0.061
C -0.6319 -1.9268 -1.7485 -0.2 -2.3 0.2 -0.264
H 0.0611 -1.9259 -0.8615 -0.2 -0.6 -0.4 -0.019
H 0.0455 -2.2448 -2.5418 -0.3 0.0 0.0 0.047
H -1.3263 -2.7461 -1.5362 0.2 -0.1 0.0 0.073
O -2.0479 0.1572 1.1820 0.5 1.4 1.1 -0.151
C -1.5199 1.1119 1.9038 1.4 -1.2 -1.3 -0.461
N -0.2398 1.4389 1.6511 -0.3 0.0 -0.4 -0.153
S 0.3361 2.7622 2.5280 -0.1 -0.6 -0.5 0.683
O 1.4328 2.3626 3.3813 -0.8 0.3 -0.7 -0.276
O 0.5176 3.9204 1.6709 -0.2 -1.0 0.6 -0.286
C -1.1765 2.8543 3.4014 -0.5 1.0 1.0 -0.222
C -1.4686 3.8094 4.3695 0.0 -0.5 -0.3 -0.010
C -2.7273 3.7517 4.9698 0.0 -0.1 -0.2 -0.035
C -3.6556 2.7678 4.5970 0.2 -0.1 -0.1 -0.038
C -3.3419 1.8235 3.6150 0.3 -0.1 -0.5 0.016
C -2.0895 1.8916 2.9889 -0.9 0.6 1.1 -0.141
H -0.7156 4.5551 4.6086 -0.3 0.0 0.2 0.131
H -2.9873 4.4827 5.7288 0.0 -0.1 -0.1 0.117
H -4.6378 2.7501 5.0716 0.3 0.0 -0.1 0.117
H -4.0283 1.0343 3.2923 0.1 0.4 0.3 0.131
```
Positions in Å, forces in eV/Å.

Frontier orbital gap (spin up / spin down) = 6.610 / 4.743 eV
Spin multiplicity = 1
Net charge = +1



Values for F_max, eV/Å, ordered as above
6.6, 3.7, 16.9, 3.4
Values for energy above the lowest of the compared OMol25 structures with the same formula, charge and spin, kcal per mole, ordered as above
101.7, 28.9, 492.3, 19.0